(1)
Density functional theory data (ωB97M-V/def2-TZVPD) for a structure of composition C3H7N3O2 in a non-equilibrium geometry.

```
15
Properties=species:S:1:pos:R:3:forces:R:3
O 0.7636 -1.4503 -0.4968 3.177 3.236 1.676
C 0.2402 0.2310 1.0498 0.126 -2.279 4.013
N -0.3577 1.9397 -0.3928 -3.231 3.894 -3.305
H 2.9062 -0.4767 -0.8108 -1.443 1.828 1.893
N -1.7722 0.0590 -0.3547 0.162 2.095 0.810
H -0.2815 -0.7175 1.5858 1.294 2.087 -0.775
H -2.8083 -1.6458 0.1763 3.696 1.153 -0.996
H -0.9950 -1.7738 -0.2721 -0.227 -0.320 -0.131
O 2.4411 0.1732 -0.1324 -1.143 -3.180 -0.977
N -1.7648 -1.2257 0.0802 -4.357 -2.396 1.602
C -0.8852 0.7880 0.2346 1.750 0.516 -1.940
H 0.8326 0.8397 1.8233 -1.431 -0.269 -1.299
C 1.1970 -0.4256 0.1350 -0.379 -2.689 -3.548
H -1.0312 2.1034 -1.5135 2.472 -0.338 4.808
H -0.3089 2.9146 0.1986 -0.465 -3.338 -1.832
```
Forces are in eV/Å.

Properties
E_tot in eV: -11786.123
Energy above the lowest of the compared OMol25 structures with the same formula, charge and spin in kcal per mole: 119.69
LUMO energy in eV: 0.62
Largest force on an atom in eV/Å: 6.0
HOMO level in eV: -8.01
Net charge: 0
Spin multiplicity: 1

Atomic partial charges in e from the Mulliken method, atoms 1 to 4:
1. O -0.66
2. C -0.76
3. N -0.53
4. H 0.38

---

(2)
Density functional theory data (ωB97M-V/def2-TZVPD) for an isolated molecule of C3H7N3O2 in a non-equilibrium geometry.

```
15
Properties=species:S:1:pos:R:3:forces:R:3
O -2.0703 1.6093 -0.3359 -0.159 -2.532 0.997
H 3.4374 1.1080 -0.8287 -1.652 0.249 4.799
H -3.2598 -0.7653 -0.5496 2.189 0.020 0.525
H -2.2822 -1.2561 0.8941 0.634 -0.166 -1.646
C -2.1528 -0.8073 -0.1521 -5.024 -2.273 0.808
H 3.1975 0.7228 1.1973 -1.985 0.475 -4.383
C 1.0300 -0.7532 -0.3132 2.258 3.040 2.819
C -1.6949 0.5041 0.0996 3.051 4.623 -0.901
H 0.6345 -1.4416 -1.0309 -0.273 -0.250 -0.016
N 2.6889 0.9392 0.1013 4.311 0.565 -0.302
N -0.4826 0.5738 0.8501 0.994 2.958 -0.934
H -1.5689 -1.3658 -0.8754 0.205 -0.140 0.388
H 0.0397 1.5177 0.5197 -1.269 -2.919 1.241
O 0.4062 -0.5320 0.9961 -0.589 -0.360 -1.960
N 2.0774 -0.0536 -0.5725 -2.692 -3.293 -1.435
```
Forces are in eV/Å.

Properties
E_tot in eV: -11784.143
Energy above the lowest of the compared OMol25 structures with the same formula, charge and spin in kcal per mole: 165.36
LUMO energy in eV: 0.48
Largest force on an atom in eV/Å: 5.6
HOMO level in eV: -9.23
Net charge: 0
Spin multiplicity: 1
Structure (SMILES): CC(=O)NO/C=N\N

Atomic partial charges in e from the Mulliken method, atoms 1 to 4:
1. O -0.62
2. H 0.34
3. H 0.28
4. H 0.29

---

energy above the lowest of the compared OMol25 structures with the same formula, charge and spin of number 2 (C3H7N3O2)? 165.36 kcal per mole